Record 1
Below is a molecular structure, C8H13Cl2NO9PS2, with properties calculated with ωB97M-V with the def2-TZVPD basis set.

The geometry in ORCA input format:
```
! wB97M-V def2-TZVPD RIJCOSX def2/J DEFGRID3
* xyz -1 1
O -1.910 -3.020 -0.882
S -1.291 -1.738 -0.717
O -0.236 -1.592 0.242
Cl -0.354 -1.384 -2.512
N -2.311 -0.553 -0.501
S -3.633 -0.364 -1.377
O -4.237 0.871 -0.915
O -3.434 -0.509 -2.807
P -5.252 -1.805 -0.978
O -4.715 -3.159 -1.699
Cl -4.823 -2.258 0.959
H -4.620 -3.013 -2.650
O 1.918 3.901 -1.488
C 0.759 3.711 -1.242
O 0.119 2.577 -1.566
C -1.286 2.669 -1.238
C -1.364 3.752 -0.167
C -0.206 4.665 -0.557
H -1.830 2.945 -2.143
H -1.645 1.708 -0.887
H -2.335 4.241 -0.140
H -1.178 3.309 0.812
H -0.502 5.420 -1.288
H 0.286 5.159 0.277
O 3.920 -2.404 -0.643
C 3.884 -2.296 0.543
O 5.035 -2.196 1.279
C 4.733 -2.190 2.679
C 3.282 -1.735 2.777
C 2.689 -2.273 1.477
H 4.870 -3.204 3.065
H 5.439 -1.527 3.175
H 2.788 -2.096 3.677
H 3.234 -0.645 2.778
H 2.327 -3.297 1.580
H 1.883 -1.668 1.075
*
```

=====

Record 2
Below is a single C23H32N6O molecule in a non-equilibrium geometry, with properties calculated with ωB97M-V with the def2-TZVPD basis set.

The geometry in ORCA input format:
```
! wB97M-V def2-TZVPD RIJCOSX def2/J DEFGRID3
* xyz 0 1
C 0.460 -4.994 3.197
C 0.265 -3.748 2.393
C -0.890 -3.623 1.578
C -1.118 -2.512 0.830
N -0.221 -1.495 0.866
C -0.184 -0.286 0.234
C -1.240 0.204 -0.691
N -0.813 -0.010 -2.069
C -1.720 0.534 -3.066
C -1.021 0.506 -4.423
C -3.021 -0.287 -3.093
C -2.733 -1.795 -3.133
N -3.739 -2.539 -2.426
C -4.833 -3.140 -2.926
C -5.532 -3.662 -1.860
C -4.770 -3.309 -0.741
N -3.696 -2.630 -1.101
C 0.996 0.318 0.645
C 1.481 1.606 0.101
O 1.145 1.921 -1.041
N 2.263 2.413 0.847
C 2.652 2.124 2.212
C 4.081 2.554 2.552
C 4.181 3.995 3.048
C 3.974 5.037 1.953
C 2.666 4.866 1.184
C 2.675 3.666 0.240
N 1.667 -0.486 1.511
C 0.935 -1.576 1.640
C 1.169 -2.722 2.414
H 1.386 -4.950 3.764
H 0.489 -5.865 2.543
H -0.369 -5.129 3.891
H -1.602 -4.432 1.545
H -1.985 -2.408 0.192
H -2.167 -0.348 -0.514
H -1.425 1.274 -0.487
H 0.090 0.454 -2.165
H -1.994 1.582 -2.835
H -0.699 -0.505 -4.656
H -0.145 1.149 -4.401
H -1.690 0.857 -5.205
H -3.626 0.019 -3.947
H -3.595 -0.072 -2.189
H -2.684 -2.162 -4.159
H -1.773 -1.960 -2.635
H -5.033 -3.163 -3.979
H -6.449 -4.214 -1.883
H -4.956 -3.520 0.293
H 1.956 2.616 2.906
H 2.562 1.046 2.349
H 4.441 1.897 3.346
H 4.727 2.404 1.687
H 3.440 4.147 3.837
H 5.167 4.151 3.492
H 3.990 6.030 2.411
H 4.805 4.990 1.246
H 1.826 4.791 1.876
H 2.509 5.761 0.577
H 3.676 3.552 -0.195
H 1.980 3.836 -0.588
H 2.069 -2.760 3.006
*
```

SMILES: Cc1ccn2c(CN[C@@H](C)CCn3cccn3)c(C(=O)N3CCCCCC3)nc2c1

=====

Record 3
Below is a molecular structure, C34H35IP3Se2Tl, with properties calculated with ωB97M-V with the def2-TZVPD basis set.

The geometry in ORCA input format:
```
! wB97M-V def2-TZVPD RIJCOSX def2/J DEFGRID3
* xyz -2 1
Tl 1.675 -0.976 -2.013
Se -2.221 1.221 -1.054
P -3.042 -0.770 -1.074
Se -1.828 -2.532 -1.041
C -4.184 -0.784 0.379
C -5.448 -0.198 0.393
C -6.210 -0.165 1.558
C -5.704 -0.686 2.740
C -4.424 -1.234 2.749
C -3.676 -1.289 1.580
C -4.050 -0.908 -2.611
C -3.314 -0.752 -3.796
C -3.934 -0.841 -5.030
C -5.303 -1.090 -5.114
C -6.033 -1.271 -3.952
C -5.407 -1.188 -2.708
H -5.832 0.279 -0.496
H -7.199 0.280 1.541
H -6.296 -0.656 3.648
H -4.004 -1.626 3.669
H -2.692 -1.746 1.579
H -2.247 -0.563 -3.731
H -3.344 -0.724 -5.933
H -5.791 -1.154 -6.080
H -7.093 -1.490 -4.006
H -5.989 -1.383 -1.821
C 0.479 3.630 2.686
C 1.827 3.323 2.534
C 2.213 2.070 2.068
C 1.256 1.103 1.752
C -0.096 1.431 1.892
C -0.483 2.682 2.358
P 1.633 -0.579 1.089
C 1.580 -1.575 2.648
C 1.914 -2.928 2.517
C 1.941 -3.770 3.619
C 1.617 -3.282 4.882
C 1.263 -1.948 5.023
C 1.246 -1.100 3.914
C 3.432 -0.539 0.741
C 4.402 -0.504 1.755
C 5.746 -0.451 1.420
C 6.102 -0.443 0.069
C 5.124 -0.502 -0.917
C 3.750 -0.562 -0.632
H 0.179 4.611 3.035
H 2.582 4.065 2.772
H 3.263 1.843 1.932
H -0.853 0.710 1.594
H -1.537 2.919 2.438
H 2.156 -3.311 1.530
H 2.211 -4.812 3.492
H 1.635 -3.938 5.745
H 1.004 -1.556 6.001
H 0.973 -0.059 4.046
H 4.106 -0.521 2.800
H 6.506 -0.417 2.193
H 7.152 -0.405 -0.207
H 5.447 -0.523 -1.958
C 3.104 4.249 -3.031
P 2.464 2.519 -2.826
C 1.333 2.842 -1.414
C 1.216 2.543 -4.182
H 2.294 4.983 -3.112
H 3.733 4.310 -3.924
H 3.725 4.501 -2.166
H 1.917 3.067 -0.519
H 0.729 1.953 -1.212
H 0.657 3.675 -1.629
H 0.547 3.407 -4.100
H 0.623 1.628 -4.105
H 1.714 2.554 -5.154
I 3.274 -3.508 -3.289
C 2.152 -3.331 -1.366
H 2.926 -3.687 -0.678
H 1.413 -4.125 -1.499
*
```

=====

Record 4
Below is a molecular structure, Cl3Mg in a non-equilibrium geometry, with properties calculated with ωB97M-V with the def2-TZVPD basis set.

The geometry in ORCA input format:
```
! wB97M-V def2-TZVPD RIJCOSX def2/J DEFGRID3
* xyz -1 1
Mg -0.422 -0.057 0.651
Cl 2.568 1.343 1.103
Cl -0.506 -3.637 -0.384
Cl -1.640 2.350 -1.370
*
```

=====

Number 1: HOMO energy -6.0 eV, gap between HOMO and LUMO 0.3226 hartree. Number 2: HOMO energy -7.8 eV, gap between HOMO and LUMO 0.3176 hartree. Number 3: HOMO energy -1.2 eV, gap between HOMO and LUMO 0.2010 hartree. Number 4: HOMO energy -6.3 eV, gap between HOMO and LUMO 0.2057 hartree.